P) A structure of composition C5H8N2, computed with ωB97M-V with the def2-TZVPD basis set.

Each line ends with the Mulliken charge.
Atoms and positions in Å:
1 N 1.3429 0.5117 -0.8718  -0.30
2 N 2.3534 -1.3210 0.3637  -0.78
3 C 1.4294 -0.5978 -0.1186  0.45
4 C 0.0261 0.6826 -0.4913  0.20
5 C -0.0058 -0.4876 0.1661  0.45
6 C -0.9954 -1.3522 0.8760  -1.17
7 C -0.9354 1.8199 -0.7241  -1.13
8 H -0.7294 2.6013 0.0174  0.28
9 H -1.7360 -0.7466 1.4056  0.30
10 H 1.9511 -2.0787 0.9203  0.24
11 H -1.5800 -1.9036 0.1303  0.26
12 H -0.7591 2.2896 -1.6951  0.34
13 H 2.1273 1.1472 -0.9262  0.23
14 H -0.5139 -2.0774 1.5346  0.32
15 H -1.9751 1.5125 -0.5869  0.31

Results
M = 96.1 g mol⁻¹



Q) The molecule C5H8N2, computed with ωB97M-V with the def2-TZVPD basis set.

Each line ends with the Mulliken charge.
Atoms and positions in Å:
1 N 1.7297 0.8711 2.0372  -0.72
2 N -1.1257 -0.2036 0.3746  -0.27
3 C -0.8255 -0.2606 -2.0979  -1.15
4 C -0.3145 -0.1830 1.5865  -0.40
5 C 1.0035 0.2001 -0.3451  -0.57
6 C -0.2688 -0.1196 -0.7098  0.31
7 C 1.0168 0.3498 1.1147  0.49
8 H -0.1989 -1.1852 2.0193  0.24
9 H -0.5771 0.5146 2.3835  0.29
10 H 1.7955 0.4529 -1.0391  0.37
11 H -1.3701 0.6489 -2.3769  0.27
12 H 2.6349 1.2260 1.7531  0.23
13 H -1.9395 -0.7983 0.3096  0.26
14 H -0.0289 -0.4168 -2.8296  0.31
15 H -1.5315 -1.0964 -2.1802  0.34

Results
M = 96.1 g mol⁻¹



R) The molecule C5H8N2, computed with ωB97M-V with the def2-TZVPD basis set.

Each line ends with the Mulliken charge.
Atoms and positions in Å:
1 N -2.4152 -0.6679 0.1755  -0.55
2 N -1.3960 -0.0607 -0.5775  -0.03
3 C 0.0398 -0.4726 -0.2778  -0.04
4 C 1.9455 0.3791 -0.0307  -0.55
5 C 0.4370 0.7570 -0.0125  0.16
6 C -1.0098 1.3099 -0.1425  -0.66
7 C 1.4005 -1.0996 -0.1372  -0.37
8 H 1.8425 -1.4597 -1.1218  0.15
9 H 2.5504 0.5372 0.8724  0.22
10 H 2.3300 1.0025 -0.7979  0.28
11 H 1.6029 -1.8265 0.6268  0.31
12 H -1.3455 2.0565 -0.7388  0.34
13 H -1.3061 1.4373 0.9068  0.25
14 H -2.3127 -1.6875 0.0768  0.25
15 H -2.3634 -0.2047 1.1785  0.23

Results
M = 96.1 g mol⁻¹



Going by the energies, Q) is most stable and the next is 138.0 kJ/mol up.



P) The ion C4H10N3 with charge +1, computed with ωB97M-V with the def2-TZVPD basis set.

Each line ends with the Mulliken charge.
Atoms and positions in Å:
1 N -1.6615 -0.8967 -2.0634  -0.46
2 N -0.5499 -0.9094 -1.2974  -0.03
3 N 1.0376 0.4573 0.6833  0.04
4 C 0.3082 -0.9358 0.8795  -0.62
5 C 0.1824 1.3311 1.5207  -0.86
6 C 1.1763 0.8555 -0.6101  -0.48
7 C -0.3585 -1.5060 -0.1472  -0.04
8 H -0.8619 1.0103 1.3925  0.33
9 H -0.9073 -2.3982 0.0944  0.50
10 H 0.5106 1.7197 -0.9877  0.27
11 H 0.4343 1.3967 2.4942  0.37
12 H 1.9470 0.2591 1.1557  0.41
13 H -1.7656 -0.4675 -2.9675  0.25
14 H -2.5512 -1.1220 -1.5854  0.25
15 H 0.8521 -1.4457 1.5870  0.40
16 H 1.9395 0.2858 -1.1406  0.34
17 H 0.2677 2.3658 0.9920  0.33

Results
M = 100.1 g mol⁻¹
charge = +1



Q) A cluster of 2 separate species, C4H10N3 in total, computed with ωB97M-V with the def2-TZVPD basis set.

Each line ends with the Mulliken charge.
Atoms and positions in Å:
1 N 0.3257 1.7854 0.9615  -0.47
2 N 1.5310 -2.0762 0.1258  -0.35
3 N 1.4748 0.1792 -0.4061  -0.18
4 C -3.1995 -0.5531 -0.1004  -0.51
5 C 0.8071 -0.9357 -0.1709  0.62
6 C 0.7574 1.5021 -0.3457  -0.46
7 C -2.0522 -0.7744 -0.5910  -0.23
8 H 2.4625 -2.0549 0.2973  0.17
9 H 1.1048 2.0450 1.5823  0.19
10 H 1.2212 -3.0429 0.3298  0.25
11 H 2.4854 0.1631 -0.4215  0.28
12 H -0.0502 1.5891 -1.1707  0.35
13 H -3.9235 -0.1764 0.5795  0.35
14 H 1.5595 2.1799 -0.7809  0.33
15 H -3.5412 -1.1644 -0.9157  0.33
16 H -0.5380 2.2938 1.1690  0.23
17 H -0.4250 -0.9597 -0.1422  0.12

Results
M = 100.1 g mol⁻¹
charge = +1



Going by the energies, Q) is most stable and the next is 128.4 kJ/mol up.



P) The ion C4H10N3 with charge +1, computed with ωB97M-V with the def2-TZVPD basis set.

Each line ends with the Mulliken charge.
Atoms and positions in Å:
1 N -0.5387 -0.1512 0.1176  0.48
2 N 1.8258 -0.6839 -0.0993  -0.28
3 N 0.2335 -1.2057 -0.5019  -0.46
4 C 0.3300 0.9436 0.5696  -0.59
5 C -0.4625 -1.5471 0.6031  -0.09
6 C -1.7563 0.3028 -0.5096  -0.79
7 C 1.6195 0.7282 -0.2855  -0.47
8 H -0.0357 -1.6945 1.6809  0.28
9 H -2.2419 1.0977 0.1122  0.39
10 H 2.4724 -1.0274 -0.6821  0.24
11 H 2.5258 1.3199 0.0584  0.39
12 H -1.6720 0.7757 -1.6110  0.31
13 H 1.4696 1.0844 -1.2786  0.33
14 H -0.3181 1.7719 0.5753  0.45
15 H -1.4386 -2.1491 0.3330  0.27
16 H -2.6683 -0.3486 -0.6673  0.29
17 H 0.6557 0.7831 1.5850  0.26

Results
M = 100.1 g mol⁻¹
charge = +1



Q) A cluster of 2 separate species, C4H10N3 in total, computed with ωB97M-V with the def2-TZVPD basis set.

Each line ends with the Mulliken charge.
Atoms and positions in Å:
1 N 3.5541 0.0416 -0.5209  -0.89
2 N 1.6863 -1.2302 0.6632  -0.41
3 N -0.4569 -0.7997 -0.3934  0.11
4 C -1.7560 -0.3960 -0.7747  -0.55
5 C 0.5495 -0.8753 0.1711  0.36
6 C -2.6792 0.1176 0.2598  0.05
7 C -3.8161 -0.4723 0.6235  -0.70
8 H -2.4486 -1.3094 -1.1818  0.27
9 H 3.3137 0.3056 -1.5139  0.32
10 H 3.9762 0.9075 -0.1045  0.30
11 H -2.3395 1.0860 0.6346  0.31
12 H -1.7194 0.1869 -1.7284  0.32
13 H 2.4302 -0.5468 0.2407  0.42
14 H -4.4854 0.0901 1.1840  0.30
15 H -4.3523 -1.3076 0.0937  0.25
16 H 4.4063 -0.4864 -0.5634  0.29
17 H 1.7562 -2.0950 1.1477  0.24

Results
M = 100.1 g mol⁻¹
charge = +1



Going by the energies, Q) is most stable and the next is 293.2 kJ/mol up.



P) The ion C4H10N3 with charge +1, computed with ωB97M-V with the def2-TZVPD basis set.

Each line ends with the Mulliken charge.
Atoms and positions in Å:
1 N -0.7085 -0.3187 -0.5965  -0.16
2 N 1.7887 -0.0646 0.4162  0.42
3 N 1.4334 -1.2136 0.1047  -0.46
4 C 0.9700 1.0947 0.3267  -0.47
5 C -1.8834 -0.2080 0.6078  -0.61
6 C -0.0452 0.9668 -0.8176  -0.63
7 C 0.1183 -1.4464 -0.5580  -0.35
8 H -2.7262 0.2090 0.0910  0.28
9 H -0.9175 1.7827 -0.7206  0.31
10 H 2.6836 0.0679 0.7942  0.28
11 H -1.3432 0.6039 1.2622  0.21
12 H 0.3528 1.0757 1.2065  0.30
13 H 0.4125 0.8686 -1.8399  0.33
14 H 0.4872 -1.6880 -1.5699  0.34
15 H 1.5440 1.8839 0.4434  0.50
16 H -2.0806 -1.1691 0.9965  0.34
17 H -0.0859 -2.4446 -0.1468  0.36

Results
M = 100.1 g mol⁻¹
charge = +1



Q) The ion C4H10N3 with charge +1, computed with ωB97M-V with the def2-TZVPD basis set.

Each line ends with the Mulliken charge.
Atoms and positions in Å:
1 N 0.7608 1.1457 -0.2681  -0.37
2 N -0.1188 -0.9732 -0.5171  -0.42
3 N -1.0326 -0.1895 -0.2473  0.56
4 C -2.3878 -0.5080 0.0403  -0.72
5 C 2.3336 -0.6922 0.2277  -1.19
6 C -0.6735 1.2781 -0.2555  -0.44
7 C 1.0996 -0.2189 -0.5730  0.35
8 H -2.6339 0.1728 0.8365  0.29
9 H 2.0593 -0.8872 1.3662  0.31
10 H -1.2624 1.7591 0.6733  0.30
11 H 2.6526 -1.6896 -0.2666  0.32
12 H -1.0818 1.6525 -1.1274  0.35
13 H 3.0489 0.0678 0.3743  0.38
14 H 1.2730 -0.2212 -1.7254  0.27
15 H -2.9664 -0.3583 -0.8658  0.33
16 H 1.0893 1.5351 0.6420  0.32
17 H -2.4699 -1.4812 0.4077  0.36

Results
M = 100.1 g mol⁻¹
charge = +1



Going by the energies, Q) is most stable and the next is 119.7 kJ/mol up.



P) The ion C4H6NS with charge +1, computed with ωB97M-V with the def2-TZVPD basis set.

Each line ends with the Mulliken charge.
Atoms and positions in Å:
1 S 2.2295 0.1077 -0.1119  0.18
2 N -0.7459 -0.2945 -0.3413  -0.16
3 C -0.0274 -1.4117 -0.1723  0.05
4 C 1.0836 1.3189 -0.1323  -0.09
5 C -0.3221 0.9404 0.3041  -0.60
6 C 1.3124 -1.2639 0.3310  -0.43
7 H -1.6047 -0.1309 -0.8561  0.29
8 H -0.9396 1.7722 -0.1564  0.35
9 H 2.0419 -2.0251 0.6779  0.35
10 H 1.3995 2.3359 -0.2370  0.39
11 H -0.4585 -2.4579 -0.2913  0.36
12 H -0.4731 0.8874 1.4008  0.31

Results
M = 100.2 g mol⁻¹
charge = +1



Q) The ion C4H6NS with charge +1, computed with ωB97M-V with the def2-TZVPD basis set.

Each line ends with the Mulliken charge.
Atoms and positions in Å:
1 S -1.0130 -1.3105 0.0171  0.14
2 N -1.4795 0.2709 -0.5244  -0.34
3 C 0.7901 -0.9540 0.3201  -0.68
4 C -1.3001 1.3158 0.5405  -0.14
5 C 1.0413 0.4833 -0.2716  -0.50
6 C -0.2880 1.0460 -0.1978  0.31
7 H -1.1795 -1.6272 -1.3535  0.30
8 H 1.7244 1.2426 0.2316  0.31
9 H 0.9101 -1.1434 1.4125  0.37
10 H -2.0096 2.0321 0.9777  0.37
11 H 1.4138 0.4003 -1.2277  0.34
12 H 1.3900 -1.7558 0.0754  0.53

Results
M = 100.2 g mol⁻¹
charge = +1



Going by the energies, P) is most stable and the next is 340.9 kJ/mol up.



P) The ion C4H6NS with charge +1, computed with ωB97M-V with the def2-TZVPD basis set.

Each line ends with the Mulliken charge.
Atoms and positions in Å:
1 S 1.0372 -0.6218 1.9417  -0.05
2 N -0.0402 -0.3450 -0.4796  0.03
3 C 1.2226 -0.2824 0.1636  -0.04
4 C 0.7814 0.9908 -0.3820  -0.33
5 C -0.7428 -0.7558 1.6547  -0.18
6 C -1.1306 -0.5786 0.3953  -0.48
7 H -2.0421 -0.7603 -0.0642  0.45
8 H 0.4369 1.7437 0.3170  0.28
9 H 1.2923 1.3349 -1.3538  0.28
10 H -0.1374 -0.6223 -1.3962  0.29
11 H -1.4953 -0.9743 2.4493  0.38
12 H 1.8114 -1.0148 -0.4127  0.37

Results
M = 100.2 g mol⁻¹
charge = +1



Q) The ion C4H6NS with charge +1, computed with ωB97M-V with the def2-TZVPD basis set.

Each line ends with the Mulliken charge.
Atoms and positions in Å:
1 S -0.0266 -0.1312 -0.3221  0.51
2 N -2.6091 -0.2046 -0.1828  0.02
3 C -0.2610 1.3978 -0.4376  -0.46
4 C 0.9358 -1.9142 0.0989  -0.95
5 C -3.5059 0.4904 0.1471  0.07
6 C -1.5671 -1.0045 -0.4331  -0.44
7 H 0.2750 -2.6354 -0.3989  0.36
8 H -1.4548 -1.9867 -0.0686  0.37
9 H 0.7204 -1.8036 1.1216  0.46
10 H 0.5083 2.1204 -0.3716  0.31
11 H -4.5044 0.8847 -0.1796  0.35
12 H 1.8700 -1.7917 -0.3716  0.40

Results
M = 100.2 g mol⁻¹
charge = +1



Going by the energies, P) is most stable and the next is 533.7 kJ/mol up.